Record 1
Formula: C4H4O2
Source: OMol25
Level of theory: wB97M-V/def2-TZVPD

Structure (ORCA input):
```
! wB97M-V def2-TZVPD RIJCOSX def2/J DEFGRID3
* xyz 0 3
C -1.478 -0.390 0.076
C -1.020 0.979 0.427
C -0.338 0.059 -0.688
C 1.362 -0.466 -0.331
O -2.051 -1.341 0.471
O -0.595 1.505 -0.736
H -0.633 1.219 1.429
H 1.994 0.488 -0.573
H 1.581 -1.298 -0.873
H 1.177 -0.755 0.799
*
```

HOMO level (alpha / beta) (eV): -5.071 / -9.705
HOMO-LUMO gap (alpha / beta) (eV): 5.54 / 6.97
Energy (hartree): -304.9585
Energy relative to the best compared isomer or geometry (same formula, charge and spin) (kcal/mol): 130.28

Löwdin population analysis, charges in e, atoms 1 to 6:
1. C -0.453
2. C -0.061
3. C -0.072
4. C 0.025
5. O 0.102
6. O 0.120

---

Record 2
Formula: C5H8O
Source: OMol25
Level of theory: wB97M-V/def2-TZVPD

Structure (ORCA input):
```
! wB97M-V def2-TZVPD RIJCOSX def2/J DEFGRID3
* xyz 0 1
C -2.000 0.399 0.157
C -0.726 -0.355 -0.084
C 1.480 -0.694 1.162
C 1.860 -0.263 -0.215
C 0.486 0.232 -0.694
O -0.329 -0.672 -1.405
H -2.013 0.755 1.193
H -2.859 -0.265 0.021
H -2.099 1.255 -0.514
H 1.288 0.251 1.719
H -0.555 -1.181 0.615
H 2.576 0.566 -0.249
H 2.205 -1.082 -0.851
H 0.442 1.256 -1.065
*
```

HOMO level (eV): -8.654
HOMO-LUMO gap (eV): 8.56
Energy (hartree): -270.3609
Energy relative to the best compared isomer or geometry (same formula, charge and spin) (kcal/mol): 123.59

Löwdin population analysis, charges in e, atoms 1 to 6:
1. C -0.028
2. C -0.353
3. C 0.139
4. C -0.258
5. C -0.280
6. O 0.018

---

Record 3
Formula: C20H21N3O7RhSe
Source: OMol25
Level of theory: wB97M-V/def2-TZVPD

Structure (ORCA input):
```
! wB97M-V def2-TZVPD RIJCOSX def2/J DEFGRID3
* xyz -1 1
Rh 0.989 0.804 0.631
N -1.107 0.441 0.713
C -1.590 0.743 2.085
C -0.636 1.687 2.846
O -1.038 2.363 3.788
N 0.610 1.538 2.405
C 1.780 2.141 3.001
C 2.766 2.563 1.885
O 3.541 3.483 2.033
O 2.707 1.822 0.801
H -1.514 1.083 0.040
H -1.381 -0.495 0.434
H -1.588 -0.196 2.640
H -2.604 1.141 2.076
H 2.314 1.377 3.582
H 1.527 2.963 3.668
C -3.437 -5.390 0.704
C -2.308 -4.407 0.841
C -1.908 -3.615 -0.219
C -0.839 -2.718 -0.133
C -0.424 -2.025 -1.398
C -0.167 -2.577 1.093
Se 1.329 -1.399 1.462
C -0.549 -3.399 2.177
C 0.152 -3.345 3.507
C -1.601 -4.290 2.031
H -4.020 -5.198 -0.196
H -4.110 -5.342 1.562
H -3.059 -6.413 0.643
H -2.423 -3.703 -1.170
H -1.207 -2.118 -2.151
H 0.492 -2.469 -1.792
H -0.175 -0.978 -1.267
H 0.069 -2.354 3.959
H 1.219 -3.550 3.410
H -0.276 -4.083 4.186
H -1.882 -4.906 2.879
O 2.192 0.026 -3.413
C 1.783 0.657 -2.442
O 1.649 0.178 -1.270
C 1.409 2.119 -2.696
C 0.724 2.899 -1.776
C 0.360 4.209 -2.042
C 0.686 4.770 -3.264
C 1.373 3.986 -4.179
C 1.739 2.678 -3.926
N 1.719 4.580 -5.478
O 1.333 5.714 -5.709
O 2.368 3.914 -6.260
H 0.490 2.427 -0.828
H -0.166 4.794 -1.299
H 0.424 5.786 -3.516
H 2.267 2.082 -4.655
*
```

HOMO level (eV): -5.374
HOMO-LUMO gap (eV): 7.02
Energy (hartree): -3977.7394
Energy relative to the best compared isomer or geometry (same formula, charge and spin) (kcal/mol): 6.40

Löwdin population analysis, charges in e, atoms 1 to 6:
1. Rh 0.846
2. N -0.056
3. C -0.121
4. C -0.560
5. O 0.009
6. N -0.145

---

Record 4
Formula: C7H20N3O3Si
Source: OMol25
Level of theory: wB97M-V/def2-TZVPD

Structure (ORCA input):
```
! wB97M-V def2-TZVPD RIJCOSX def2/J DEFGRID3
* xyz 1 1
C -2.341 -1.478 -0.041
C -1.488 3.050 -0.736
C 2.456 -1.818 -1.665
C 1.225 -0.938 2.730
C 2.875 1.738 -0.541
C -0.906 2.193 0.407
C -0.752 0.277 -0.434
N -3.300 -2.061 0.817
N -1.751 -2.265 -0.947
N -2.039 -0.216 0.059
O 1.275 -1.684 -0.841
O 0.418 -0.686 1.594
O 2.301 0.637 0.242
Si 0.945 -0.357 0.142
H -1.828 3.995 -0.194
H -2.193 2.816 -1.491
H -0.665 3.417 -1.329
H 2.141 -1.929 -2.720
H 2.795 -2.821 -1.467
H 3.169 -0.949 -1.414
H 0.608 -1.671 3.289
H 1.133 -0.076 3.379
H 2.182 -1.187 2.361
H 2.845 2.562 0.052
H 2.399 1.765 -1.597
H 3.920 1.568 -0.578
H -0.044 2.761 0.866
H -1.534 1.897 1.261
H -0.922 0.696 -1.510
H -3.735 -2.900 0.555
H -3.820 -1.496 1.445
H -1.872 -3.274 -0.904
H -0.978 -1.956 -1.490
H -2.516 0.391 0.698
*
```

HOMO level (eV): -12.731
HOMO-LUMO gap (eV): 10.24
Energy (hartree): -957.9926
Energy relative to the best compared isomer or geometry (same formula, charge and spin) (kcal/mol): 76.15

Löwdin population analysis, charges in e, atoms 1 to 6:
1. C -0.390
2. C -0.147
3. C -0.090
4. C -0.069
5. C -0.061
6. C -0.073

---

Record 5
Formula: C9H14N2
Source: OMol25
Level of theory: wB97M-V/def2-TZVPD

Structure (ORCA input):
```
! wB97M-V def2-TZVPD RIJCOSX def2/J DEFGRID3
* xyz 0 1
C 2.204 1.279 0.160
C 0.890 0.877 0.046
C 1.054 -0.519 -0.122
C -0.228 1.848 -0.096
C -1.658 1.324 0.495
C -1.894 -0.096 0.048
C -1.469 -1.085 0.823
C -2.820 -0.187 -1.167
C 2.948 -2.016 0.067
N 3.064 0.359 0.030
N 2.410 -0.683 -0.210
H 2.578 2.304 0.349
H 0.003 2.702 0.552
H -0.317 2.105 -1.138
H -1.526 1.389 1.594
H -2.472 2.014 0.283
H -1.405 -2.058 0.551
H -1.176 -0.615 1.740
H 0.314 -1.310 -0.593
H -3.268 -1.145 -1.011
H -2.626 0.066 -2.197
H -3.567 0.428 -0.680
H 4.096 -2.081 0.133
H 2.415 -2.176 1.038
H 2.451 -2.725 -0.693
*
```

HOMO level (eV): -8.786
HOMO-LUMO gap (eV): 9.65
SMILES: C=C(C)CCc1cnn(C)c1
Energy (hartree): -460.7124
Energy relative to the best compared isomer or geometry (same formula, charge and spin) (kcal/mol): 87.91

Löwdin population analysis, charges in e, atoms 1 to 6:
1. C -0.175
2. C -0.211
3. C -0.043
4. C -0.109
5. C -0.143
6. C -0.399

---

Record 6
Formula: C4H12
Source: OMol25
Level of theory: wB97M-V/def2-TZVPD

Structure (ORCA input):
```
! wB97M-V def2-TZVPD RIJCOSX def2/J DEFGRID3
* xyz 0 1
C -1.641 -0.631 0.812
C -2.655 -0.767 2.067
H -1.820 0.135 0.138
H -0.678 -0.319 1.087
H -1.543 -1.560 0.265
H -2.313 -0.829 3.049
H -3.343 -1.505 1.890
H -3.208 0.202 2.150
C 1.561 0.961 -1.067
C 2.627 0.328 -1.888
H 1.982 1.078 -0.053
H 1.346 2.047 -1.440
H 0.557 0.528 -1.176
H 3.559 0.933 -1.799
H 2.470 -0.093 -2.830
H 3.099 -0.508 -1.204
*
```

HOMO level (eV): -10.783
HOMO-LUMO gap (eV): 11.90
SMILES: CC.CC
Energy (hartree): -159.5370
Energy relative to the best compared isomer or geometry (same formula, charge and spin) (kcal/mol): 30.08

Löwdin population analysis, charges in e, atoms 1 to 6:
1. C -0.122
2. C -0.108
3. H 0.023
4. H 0.025
5. H 0.059
6. H 0.028